# 1
The following is a DFT calculation (the ωB97M-V functional and the def2-TZVPD basis) of the ion C7H12NO with charge +1 at a distorted geometry.

Its net charge is +1. The calculation puts the energy above the lowest of the compared OMol25 structures with the same formula, charge and spin at 3.113 eV. The spin multiplicity is 1. The calculation puts the orbital gap at 11.639 eV. The calculation puts the HOMO energy at -14.7 eV.

XYZ file:
```
21
Properties=species:S:1:pos:R:3:forces:R:3
C 1.8315 0.8456 2.1256 -0.833 0.102 2.398
C 1.2832 0.7818 1.0694 -0.464 -0.104 -2.894
C 0.7794 0.7326 -0.3790 0.551 -1.010 0.820
C 1.8831 1.1032 -1.3763 0.523 1.020 0.567
N 0.2869 -0.7619 -0.5540 -1.258 -0.066 1.433
C -1.2724 -0.7083 -0.3634 0.415 -0.171 0.353
C -1.6180 -1.8538 0.6608 0.263 2.691 -1.480
C -1.5252 0.7671 0.0110 -0.551 2.726 0.595
O -0.3760 1.4347 -0.5604 -0.319 0.404 -0.803
H 1.8330 0.9173 3.2206 0.770 -0.050 -0.997
H 1.5796 1.0060 -2.4931 0.491 0.325 2.106
H 2.8287 0.5371 -1.1034 -1.220 0.478 -0.609
H 2.1002 2.1783 -1.0107 -0.205 -1.438 -1.335
H 0.6249 -1.3109 0.2668 0.145 0.334 -1.107
H 0.4700 -1.2474 -1.4313 0.514 0.339 0.018
H -1.6630 -0.8523 -1.3839 -0.067 -0.159 0.582
H -0.8283 -1.8204 1.3906 0.420 -0.681 0.330
H -1.7221 -2.7245 0.0478 -0.176 -0.915 0.517
H -2.4733 -1.5177 1.2109 -0.923 -0.449 0.038
H -2.4615 1.3290 -0.4319 1.808 -1.729 0.355
H -1.5609 1.1646 1.0839 0.116 -1.647 -0.887
```
Positions in Å, forces in eV/Å.


# 2
The following is a DFT calculation (the ωB97M-V functional and the def2-TZVPD basis) of the ion C7H12NO2 with charge +1 at a distorted geometry.

Its net charge is +1. The calculation puts the energy above the lowest of the compared OMol25 structures with the same formula, charge and spin at 3.113 eV. The spin multiplicity is 1. The calculation puts the orbital gap at 9.870 eV. The calculation puts the HOMO energy at -14.4 eV.

XYZ file:
```
22
Properties=species:S:1:pos:R:3:forces:R:3
C 0.5839 -2.3841 -0.5582 1.401 1.561 2.075
C 0.1532 -1.0517 -0.1305 -2.661 -0.570 0.457
C -1.0843 -0.4787 0.0889 3.289 -0.816 -0.243
C -2.4996 -0.7917 0.0096 -0.053 0.930 -0.986
O -3.2978 0.1111 -0.0519 -0.398 -0.074 0.503
N -0.5148 0.8681 0.2892 -0.614 0.705 -1.515
C -1.0705 2.0265 -0.5237 -1.520 -0.652 1.055
C 0.9122 0.2031 0.0550 0.941 0.677 -0.048
C 1.8164 0.4538 1.2426 -1.297 -1.878 1.213
O 1.4923 0.6173 -1.0962 2.024 1.422 -0.671
H 1.4545 -2.2855 -1.1536 0.249 -0.286 -1.563
H -0.2506 -2.9269 -0.7587 -2.170 -1.608 -2.123
H 0.9424 -3.0088 0.2318 0.606 0.036 1.362
H -2.7836 -1.8065 -0.2036 -0.127 -0.904 0.230
H -0.5771 1.1482 1.2252 -0.276 0.569 1.946
H -0.9487 1.8681 -1.5424 1.262 -0.513 -1.921
H -2.2302 1.8365 -0.5349 2.111 1.398 1.137
H -0.5274 2.9540 -0.2141 -1.221 -0.668 -0.080
H 2.0134 1.4968 1.1907 0.187 1.051 0.695
H 2.7712 -0.0798 1.2041 -0.281 -0.077 -0.347
H 1.2860 0.0782 2.1828 0.833 0.989 -0.975
H 2.3591 1.1518 -0.9522 -2.287 -1.289 -0.201
```
Positions in Å, forces in eV/Å.


# 3
The following is a DFT calculation (the ωB97M-V functional and the def2-TZVPD basis) of the ion C7H12NO4 with charge +1 at a distorted geometry.

Its net charge is +1. The spin multiplicity is 3. The calculation puts the orbital gap (spin up / spin down) at 6.325 / 7.103 eV. The calculation puts the HOMO energy (spin up / spin down) at -10.4 / -14.2 eV.

XYZ file:
```
24
Properties=species:S:1:pos:R:3:forces:R:3
C 1.5467 1.0961 0.6689 5.393 7.495 -0.702
C 0.8600 0.0370 1.1609 -2.776 -5.720 3.125
C 0.9403 -0.5307 2.5302 -1.746 0.106 -2.975
C 0.3050 1.1683 -1.2282 -2.194 -1.020 0.872
C -1.9663 -0.0008 -2.5688 -2.059 0.381 0.921
C 2.0114 -0.6262 4.5260 1.696 1.152 1.937
C -0.6196 0.2428 -3.2672 -1.598 -1.191 0.343
N -0.0263 -0.5450 0.2658 -1.299 -2.501 -0.138
O 0.2603 -1.4912 2.7716 -0.601 -1.273 0.486
O 1.4258 1.4415 -0.6474 1.091 0.243 1.041
O 1.7124 0.0857 3.3276 1.752 2.638 1.776
O 0.4273 0.6201 -2.3517 0.612 0.756 -0.788
H 2.2367 1.7903 1.3158 -1.484 -1.552 -1.703
H -0.6515 1.3364 -0.6579 0.935 0.397 -1.345
H -1.8309 -0.5119 -1.5403 -0.448 0.303 -2.001
H -2.5015 1.0207 -2.3104 1.227 -1.812 -0.587
H -2.7712 -0.5249 -3.2730 2.088 0.798 1.624
H 2.8735 -0.1808 5.1687 -1.717 -0.233 -1.659
H 2.3140 -1.5144 4.1237 1.312 -2.757 -0.313
H 1.1884 -0.8907 5.1566 -0.877 0.574 0.166
H -0.8364 0.9875 -3.9814 0.550 1.342 -0.735
H -0.1636 -0.5841 -3.8188 -0.372 -0.126 0.429
H 0.0409 -1.6387 0.1474 0.059 2.653 0.536
H -0.9732 -0.3846 0.6775 0.456 -0.652 -0.310
```
Positions in Å, forces in eV/Å.


# 4
The following is a DFT calculation (the ωB97M-V functional and the def2-TZVPD basis) of a cluster of 2 separate species, C7H12O in total at a distorted geometry.

The calculation puts the energy above the lowest of the compared OMol25 structures with the same formula, charge and spin at 3.309 eV. The spin multiplicity is 1. The calculation puts the orbital gap at 9.855 eV. The calculation puts the HOMO energy at -9.0 eV.

XYZ file:
```
20
Properties=species:S:1:pos:R:3:forces:R:3
C 3.2152 -3.1623 1.5100 -0.432 -0.201 0.429
C 2.0478 -2.5580 1.7101 -0.461 1.591 -2.716
C 1.3770 -1.3757 0.9473 3.167 -0.415 1.490
C 0.1822 -1.3011 0.3933 -0.352 1.161 -0.879
C -0.4737 -0.0041 -0.0713 0.102 2.234 -0.224
C -1.9056 -0.0763 -0.5812 0.399 1.685 0.337
C -2.4567 0.8874 -1.3361 1.192 -1.443 0.567
H 3.9007 -2.9155 0.6833 -0.497 -0.311 0.457
H 3.4499 -3.9602 2.2355 0.375 0.543 -0.579
H 1.4285 -2.6733 2.5363 -0.652 -1.223 1.713
H 2.1249 -0.5432 1.1529 -1.750 -0.161 -0.629
H -0.3618 -2.1785 0.0615 -0.037 -0.320 0.611
H 0.1142 0.5549 -0.8243 0.125 -0.631 0.059
H -0.5655 0.8462 0.7036 0.448 -1.718 -0.348
H -2.4436 -0.6995 0.0750 -1.336 -1.102 0.076
H -3.4493 1.0804 -1.6219 -1.432 -0.513 0.202
H -1.8252 1.5964 -1.7846 1.142 0.840 -0.570
O -1.4046 5.3286 -1.9105 3.300 1.284 -2.253
H -0.9878 6.2323 -2.0237 -0.257 -1.704 -0.196
H -2.0651 5.5724 -1.3428 -3.044 0.404 2.452
```
Positions in Å, forces in eV/Å.


# 5
The following is a DFT calculation (the ωB97M-V functional and the def2-TZVPD basis) of a structure of composition C7H12O at a distorted geometry.

The calculation puts the energy above the lowest of the compared OMol25 structures with the same formula, charge and spin at 11.050 eV. The spin multiplicity is 1. The calculation puts the orbital gap at 6.939 eV. The calculation puts the HOMO energy at -7.2 eV.

XYZ file:
```
20
Properties=species:S:1:pos:R:3:forces:R:3
C -1.2292 1.3236 0.1524 -0.422 -2.808 1.766
C 0.0766 0.7553 -0.5052 -0.475 1.858 -0.931
C -0.5153 -0.3914 -1.2412 4.309 -4.810 1.157
C -0.8039 -1.4071 0.0709 1.247 -0.989 -1.973
C 0.0351 -0.7112 1.1778 -1.550 -0.298 1.701
C 1.1789 -0.0548 0.4982 -4.401 4.724 0.163
C 1.4869 1.2926 -0.0798 -5.992 0.309 2.971
H -1.1421 1.2864 1.4612 -0.683 1.593 -4.069
H -1.5259 2.2667 -0.2916 -0.408 0.097 0.264
H -2.0119 0.2720 -0.1791 1.561 4.460 1.618
H 0.1722 -1.1111 -1.8322 -0.327 1.704 0.800
H -1.3050 -0.4732 -1.8721 -2.830 1.409 -1.643
H -1.8434 -1.4180 0.4483 0.384 -0.648 -0.585
H -0.4007 -2.4518 -0.3267 -1.138 1.958 1.402
H -0.8405 0.0206 1.6221 3.526 -2.943 0.363
H 0.6945 -1.4211 1.6440 -1.257 -1.076 2.111
H 2.8322 -0.1527 -0.4627 -3.671 -4.239 -0.003
H 2.3846 1.2253 -0.6363 1.013 0.963 -0.741
H 1.0886 2.0775 0.6319 1.856 -0.026 -1.118
O 1.6681 -0.9276 -0.2800 9.258 -1.236 -3.254
```
Positions in Å, forces in eV/Å.


# 6
The following is a DFT calculation (the ωB97M-V functional and the def2-TZVPD basis) of a structure of composition C7H12O.

The calculation puts the energy above the lowest of the compared OMol25 structures with the same formula, charge and spin at 4.858 eV. The spin multiplicity is 1. The calculation puts the orbital gap (spin up / spin down) at 8.273 / 8.238 eV. The calculation puts the HOMO energy (spin up / spin down) at -7.4 / -7.3 eV.

XYZ file:
```
20
Properties=species:S:1:pos:R:3:forces:R:3
C 0.2920 0.5378 0.2135 0.041 -0.254 0.190
C -0.6248 -0.2678 0.9969 0.094 -0.043 -0.126
C 1.4827 0.1286 -1.3506 0.002 -0.207 -0.256
C -1.1016 0.5960 -0.2296 0.071 0.304 0.183
C -0.6428 -1.7809 0.8447 -0.084 0.091 0.011
C -1.0317 0.2139 2.3810 0.036 -0.038 -0.112
C 1.7921 1.0146 -2.4919 -0.142 0.105 0.013
O 1.6228 0.6360 -0.0852 -0.320 0.144 -0.044
H 1.0819 -0.8689 -1.4586 0.223 -0.069 0.157
H -1.4677 0.0491 -1.0936 0.099 -0.003 -0.049
H -1.6837 1.4879 -0.0012 -0.056 -0.046 0.025
H -1.6192 -2.1825 1.1300 0.031 -0.002 -0.003
H -0.9972 1.3020 2.4430 -0.012 -0.016 -0.008
H -2.0447 -0.1210 2.6210 0.035 0.016 -0.004
H 0.1094 -2.2387 1.4918 -0.020 0.020 -0.018
H -0.4366 -2.0890 -0.1810 -0.006 0.028 0.008
H -0.3533 -0.1888 3.1376 -0.025 0.017 -0.025
H 1.0311 1.7994 -2.6187 0.043 -0.047 0.006
H 2.7454 1.5272 -2.3281 -0.015 -0.031 -0.007
H 1.8460 0.4453 -3.4210 0.006 0.029 0.060
```
Positions in Å, forces in eV/Å.


# 7
The following is a DFT calculation (the ωB97M-V functional and the def2-TZVPD basis) of the molecule C7H12O at a distorted geometry.

The calculation puts the energy above the lowest of the compared OMol25 structures with the same formula, charge and spin at 0.723 eV. The spin multiplicity is 1. The calculation puts the orbital gap at 10.402 eV. The calculation puts the HOMO energy at -9.5 eV.

XYZ file:
```
20
Properties=species:S:1:pos:R:3:forces:R:3
C 2.0282 0.2910 -1.8994 0.571 -0.096 -1.100
C 0.9194 0.6615 -1.2868 -0.134 0.268 0.300
C -0.1649 1.4065 -2.0335 -0.054 -0.243 0.120
C 0.6934 0.4299 0.1783 0.086 -0.626 0.136
C -0.5319 -0.4423 0.4700 0.040 -0.061 1.186
C -0.4875 -0.9448 1.9420 0.780 0.161 -0.310
C -1.8298 -1.4160 2.4153 0.505 0.056 -0.091
O -2.3343 -1.0687 3.4473 -0.253 -0.079 0.091
H 2.1473 0.4514 -2.9761 -0.159 0.120 0.281
H 2.9040 -0.1723 -1.4653 -0.251 -0.126 0.490
H 0.2741 2.2622 -2.5354 -0.075 0.114 -0.184
H -0.6739 0.7802 -2.7691 0.123 0.007 -0.035
H -0.9315 1.7654 -1.3534 -0.073 0.125 0.104
H 1.5558 -0.0870 0.6160 0.049 0.104 -0.180
H 0.5995 1.3648 0.7246 -0.093 0.294 -0.005
H -1.4739 0.0921 0.3659 -0.023 0.179 -0.449
H -0.5301 -1.3160 -0.1716 -0.149 -0.064 -0.328
H 0.2535 -1.7544 1.9854 -0.305 -0.210 0.026
H -0.0774 -0.1972 2.6310 -0.399 0.134 -0.124
H -2.3400 -2.1063 1.7147 -0.185 -0.059 0.074
```
Positions in Å, forces in eV/Å.


# 8
The following is a DFT calculation (the ωB97M-V functional and the def2-TZVPD basis) of the molecule C7H12O at a distorted geometry.

The calculation puts the energy above the lowest of the compared OMol25 structures with the same formula, charge and spin at 1.469 eV. The spin multiplicity is 1. The calculation puts the orbital gap at 10.321 eV. The calculation puts the HOMO energy at -9.4 eV.

XYZ file:
```
20
Properties=species:S:1:pos:R:3:forces:R:3
C 1.3954 -1.0367 -1.0795 0.035 -0.128 0.592
C 1.0420 -0.2128 -0.0888 1.384 -0.089 0.177
C 2.0194 0.0392 1.0425 0.261 -0.737 0.790
C -0.2199 0.5612 -0.1063 -0.884 -0.088 0.678
C -0.1442 1.8548 -0.8952 -0.604 0.014 -0.631
C -1.1119 0.5297 1.1517 0.180 0.169 -0.605
C -1.5396 -0.1763 -0.0930 0.596 -0.986 0.392
O -1.5956 -1.6205 -0.0072 2.210 0.489 -0.690
H 0.7053 -1.2112 -1.8756 -0.271 -0.168 -0.589
H 2.3410 -1.5940 -1.0808 -0.410 0.384 -0.004
H 2.1868 1.0971 1.2864 -0.353 -0.199 -0.119
H 3.0080 -0.3904 0.8190 -0.316 0.146 -0.139
H 1.7033 -0.4935 1.9782 0.006 0.644 -0.664
H -1.0694 2.4669 -0.7963 0.469 -0.549 -0.095
H 0.0249 1.6257 -1.9774 -0.087 0.293 0.825
H 0.6629 2.4773 -0.5255 0.284 0.095 -0.029
H -0.8564 -0.1295 1.9623 0.252 -0.095 0.133
H -1.6493 1.4172 1.4398 0.043 0.262 0.046
H -2.3078 0.3352 -0.6603 -0.282 -0.716 -0.202
H -0.6316 -1.9917 -0.1007 -2.515 1.259 0.134
```
Positions in Å, forces in eV/Å.


# 9
The following is a DFT calculation (the ωB97M-V functional and the def2-TZVPD basis) of a cluster of 2 separate species, C7H12O in total at a distorted geometry.

Its net charge is +1. The calculation puts the energy above the lowest of the compared OMol25 structures with the same formula, charge and spin at 1.084 eV. The spin multiplicity is 2. The calculation puts the orbital gap (spin up / spin down) at 9.552 / 6.185 eV. The calculation puts the HOMO energy (spin up / spin down) at -14.2 / -14.2 eV.

XYZ file:
```
20
Properties=species:S:1:pos:R:3:forces:R:3
C 0.9102 -0.7037 -0.0906 0.337 1.172 -0.425
C 0.7645 -1.1112 -1.3616 0.535 -0.354 1.044
C -0.4765 0.3106 1.5475 0.768 1.044 1.458
C 0.3914 0.5481 0.4571 -0.288 -0.829 0.674
C 0.8635 1.8731 0.0724 -0.599 0.527 -0.995
C 0.3590 2.5730 -0.9422 0.200 -0.355 0.122
C -1.1295 1.3367 2.3989 -0.797 -1.482 -1.523
H 1.4882 -1.2192 0.6761 -0.498 -0.788 -0.206
H 0.2961 -0.5321 -2.1398 -0.179 0.004 -0.031
H 1.1024 -2.1242 -1.5329 0.059 0.133 -0.575
H -0.5129 -0.6937 1.9599 -0.115 -0.192 -0.404
H 1.7048 2.2760 0.6299 0.126 -0.251 0.078
H 0.8390 3.4786 -1.2700 -0.072 0.291 0.121
H -0.4972 2.2366 -1.5128 0.016 -0.054 -0.013
H -2.1616 0.9553 2.4943 -0.089 0.285 0.058
H -0.7733 1.2007 3.4233 0.320 0.539 0.016
H -1.1587 2.2988 1.9038 0.290 0.368 0.618
H -1.0271 -4.2113 -2.9543 0.153 -0.043 0.116
H -0.0663 -4.0565 -1.7363 -0.556 -0.388 -0.410
O -0.9162 -4.4357 -2.0227 0.389 0.374 0.276
```
Positions in Å, forces in eV/Å.


# 10
The following is a DFT calculation (the ωB97M-V functional and the def2-TZVPD basis) of a structure of composition C7H12O3 at a distorted geometry.

The calculation puts the energy above the lowest of the compared OMol25 structures with the same formula, charge and spin at 4.698 eV. The spin multiplicity is 1. The calculation puts the orbital gap at 8.825 eV. The calculation puts the HOMO energy at -8.8 eV.

XYZ file:
```
22
Properties=species:S:1:pos:R:3:forces:R:3
O 0.3301 -0.0741 -2.0035 3.334 0.076 0.329
C 0.8923 -0.0115 -0.8993 -1.743 1.758 -2.247
C 0.0319 -0.1792 0.2952 -0.508 -0.343 1.251
C 0.5620 0.5323 1.5157 0.000 0.041 -0.058
C 0.5106 -0.1527 2.8504 -0.092 0.021 0.198
C 1.8329 0.0474 2.1567 0.247 0.008 0.026
C -1.3882 0.2661 -0.1681 1.489 -1.385 -2.272
C -1.5848 -0.3611 -1.5226 -2.505 -0.206 2.552
O -2.4686 -0.5299 0.0393 -0.535 0.409 -0.738
H 1.8726 0.4865 -0.8181 0.261 -0.695 -0.003
H -0.0231 -1.2698 0.4764 -0.129 0.287 0.139
H 0.4002 1.6131 1.5135 0.038 -0.280 0.007
H 0.2912 0.4590 3.7258 0.101 -0.224 -0.249
H 0.0936 -1.1612 2.8807 0.118 0.336 -0.023
H 2.3156 -0.8248 1.7104 -0.130 0.228 0.179
H 2.5203 0.7947 2.5534 -0.186 -0.267 -0.078
H -1.4963 1.3676 -0.1769 -0.133 -0.301 0.375
H -2.1599 0.1888 -2.2714 0.042 -0.243 0.334
H -1.4664 -1.4346 -1.7096 0.323 0.746 0.313
O -2.9031 1.5665 -4.9306 0.087 -0.053 0.365
H -2.1836 1.2269 -5.4709 0.026 -0.008 0.001
H -2.6129 1.4295 -4.0163 -0.104 0.097 -0.401
```
Positions in Å, forces in eV/Å.